1.
# C3H9O2

A 2-piece molecular cluster, C3H9O2 overall (ωB97M-V/def2-TZVPD, the Open Molecules 2025 dataset).

2S+1: 1
E_HOMO: -0.10434 Eh
total charge: -1

Each line ends with the Mulliken charge.
Cartesian coordinates (Å):
C (0.304, -2.016, -0.118)  -0.818
H (-0.406, 0.450, 0.203)  0.465
H (0.845, -1.403, -0.921)  0.213
O (-0.407, 1.236, -0.610)  -0.656
H (1.203, -2.582, 0.301)  0.247
C (-0.204, -1.138, 1.109)  -0.554
H (-0.517, -2.536, -0.586)  0.303
H (0.166, -1.749, 2.011)  0.324
O (0.191, 0.158, 1.337)  -0.746
H (-1.248, -1.430, 1.254)  0.243
H (-0.745, 3.227, -0.488)  0.228
H (0.002, 2.526, -1.991)  0.196
H (0.887, 2.724, -0.571)  0.270
C (-0.071, 2.534, -0.930)  -0.715

***

2.
# C3H9O2

A 2-piece molecular cluster, C3H9O2 overall (ωB97M-V/def2-TZVPD, the Open Molecules 2025 dataset).

2S+1: 1
E_HOMO: -0.12342 Eh
total charge: -1

Each line ends with the Mulliken charge.
Cartesian coordinates (Å):
H (3.280, -0.237, -0.116)  0.269
H (-2.363, 1.444, 0.439)  0.336
H (0.417, -1.337, -0.271)  0.404
H (-0.583, 1.449, 0.609)  0.219
H (-1.641, 0.560, 1.737)  0.250
C (2.200, -0.100, -0.307)  -0.626
H (-2.381, -0.696, -0.497)  0.276
H (2.009, 0.801, -0.921)  0.176
C (-1.366, -0.314, -0.275)  -0.298
O (1.607, -1.222, -0.828)  -0.788
C (-1.479, 0.841, 0.703)  -0.926
H (-0.914, 0.029, -1.216)  0.226
H (1.815, 0.151, 0.714)  0.172
O (-0.602, -1.371, 0.227)  -0.690

***

It is 1 that is the least stable of them.

***

1.
# C3H9O2

A 2-piece molecular cluster, C3H9O2 overall (ωB97M-V/def2-TZVPD, the Open Molecules 2025 dataset).

2S+1: 1
E_HOMO: -0.09421 Eh
total charge: -1

Each line ends with the Mulliken charge.
Cartesian coordinates (Å):
H (0.506, 1.818, 1.435)  0.177
H (-1.264, 0.627, -0.759)  0.099
H (-0.080, -1.858, -1.773)  0.260
C (1.241, 1.320, 2.070)  -0.465
C (-1.261, -0.522, -0.722)  -0.219
H (-0.389, -0.205, -2.646)  0.170
H (-1.526, -1.490, -2.761)  0.284
H (-2.348, -0.767, -0.573)  0.178
O (-0.422, -0.934, 0.259)  -0.893
C (-0.773, -1.077, -2.096)  -0.867
O (2.087, 0.479, 1.283)  -0.543
H (1.935, 2.019, 2.557)  0.235
H (1.477, -0.133, 0.849)  0.373
H (0.816, 0.722, 2.879)  0.211

***

2.
# C3H9O2

A 2-piece molecular cluster, C3H9O2 overall (ωB97M-V/def2-TZVPD, the Open Molecules 2025 dataset).

2S+1: 1
E_HOMO: -0.09241 Eh
total charge: -1

Each line ends with the Mulliken charge.
Cartesian coordinates (Å):
H (-2.841, 0.123, -0.348)  0.275
H (-1.943, -1.439, -0.103)  0.319
H (-0.301, 0.800, -0.976)  0.271
H (3.406, 0.379, 0.662)  0.362
H (-2.048, -0.803, -1.691)  0.286
O (3.647, 0.397, -0.344)  -0.724
H (-0.580, -0.445, 1.661)  0.065
H (0.208, -0.904, -0.672)  0.256
O (-0.729, 1.611, 1.403)  -0.803
H (2.726, 0.221, -0.685)  0.379
H (1.006, 0.179, 1.054)  -0.196
C (-0.468, -0.091, -0.406)  -0.490
C (-0.136, 0.459, 1.068)  0.076
C (-1.945, -0.486, -0.624)  -1.074

***

It is 2 that is the least stable of them.

***

1.
# C4H3O2

A 2-piece molecular cluster, C4H3O2 overall (ωB97M-V/def2-TZVPD, the Open Molecules 2025 dataset).

2S+1: 1
E_HOMO: -0.55733 Eh
total charge: +1

Each line ends with the Mulliken charge.
Cartesian coordinates (Å):
O (-1.254, -3.703, -3.904)  -0.134
C (-1.108, -2.255, -1.890)  -0.248
C (-1.057, -3.077, -2.958)  0.216
C (-0.320, 1.105, -0.214)  -0.003
H (0.624, 1.612, 0.031)  0.281
O (-0.063, 0.003, -0.670)  -0.349
H (-1.793, -1.153, 0.022)  0.390
H (-1.272, 1.629, -0.106)  0.279
C (-1.290, -1.538, -0.912)  0.568

***

2.
# C4H3O2

C4H3O2 as an isolated structure (ωB97M-V/def2-TZVPD, the Open Molecules 2025 dataset).

2S+1: 1
E_HOMO: -0.61000 Eh
total charge: +1

Each line ends with the Mulliken charge.
Cartesian coordinates (Å):
O (1.132, -1.379, 0.176)  -0.452
C (0.467, -0.328, 0.055)  0.314
H (1.124, 0.539, -0.063)  0.452
H (-2.867, 0.694, -0.186)  0.465
C (-0.981, -0.443, -0.714)  -0.054
C (-1.882, 0.359, 0.042)  0.217
O (-1.850, -1.104, 0.114)  -0.111
C (-0.723, 0.035, 0.969)  -0.300
H (2.160, -1.514, 0.142)  0.469

***

It is 2 that is the least stable of them.

***

1.
# C3H5NO3

One molecule with the formula C3H5NO3 (ωB97M-V/def2-TZVPD, the Open Molecules 2025 dataset).

structure (SMILES): O=CCNC(=O)O
2S+1: 1
E_HOMO: -0.37237 Eh
total charge: 0

Each line ends with the Mulliken charge.
Cartesian coordinates (Å):
C (0.779, 0.204, 0.822)  -0.527
H (-0.030, -0.883, -2.451)  0.323
C (0.255, 1.629, 0.856)  0.047
O (-1.648, -1.751, -1.397)  -0.618
H (1.074, -0.090, 1.758)  0.443
N (-0.322, -0.731, 0.431)  -0.204
H (-0.614, 1.763, 1.521)  0.334
O (0.490, 2.426, -0.021)  -0.420
O (-0.251, -0.201, -1.785)  -0.438
H (1.630, 0.218, 0.160)  0.275
C (-0.831, -0.961, -0.876)  0.520
H (-0.532, -1.624, 0.981)  0.266

***

2.
# C3H5NO3

C3H5NO3 as an isolated structure (ωB97M-V/def2-TZVPD, the Open Molecules 2025 dataset).

2S+1: 1
E_HOMO: -0.36003 Eh
total charge: 0

Each line ends with the Mulliken charge.
Cartesian coordinates (Å):
C (2.087, -0.377, 0.299)  0.191
O (0.983, 0.595, 0.574)  -0.326
C (-2.092, -0.987, 0.251)  -0.322
H (0.320, 2.354, -0.226)  0.176
O (-1.047, 0.805, -0.347)  -0.115
H (-2.458, -0.389, 1.422)  0.207
C (0.313, 1.149, -0.517)  -0.202
H (0.742, 0.842, -1.407)  0.453
H (-2.335, -1.938, 0.114)  0.391
H (2.571, -0.459, 1.216)  0.390
O (2.109, -1.073, -0.712)  -0.436
N (-1.194, -0.522, -0.665)  -0.407

***

3.
# C3H5NO3

C3H5NO3 as an isolated structure (ωB97M-V/def2-TZVPD, the Open Molecules 2025 dataset).

2S+1: 1
E_HOMO: -0.36501 Eh
total charge: 0

Each line ends with the Mulliken charge.
Cartesian coordinates (Å):
C (-0.448, -0.106, 1.877)  -0.923
O (0.867, -0.140, -2.979)  -0.560
H (0.477, -0.819, 2.047)  0.315
H (2.198, -0.827, -0.633)  0.388
H (-0.030, 0.874, 1.809)  0.309
O (1.501, 0.050, -0.061)  -0.526
H (-0.944, 0.666, -2.111)  0.278
O (-1.870, 0.106, -0.059)  -0.589
C (-0.724, -0.047, 0.402)  0.532
H (-1.378, 0.104, 2.305)  0.355
N (0.274, 0.025, -0.633)  0.307
C (0.077, 0.113, -1.964)  0.114

***

It is 2 that is the least stable of them.

***

1.
# C22H30N2O5S

One molecule with the formula C22H30N2O5S (ωB97M-V/def2-TZVPD, the Open Molecules 2025 dataset).

structure (SMILES): CCCCOc1ccc(CNC(=O)NS(=O)(=O)c2ccc(OCC(C)C)cc2)cc1
2S+1: 1
E_HOMO: -0.31249 Eh
total charge: 0

Each line ends with the Mulliken charge.
Cartesian coordinates (Å):
C (-1.892, 4.504, -1.842)  -0.631
O (-1.409, -3.807, 1.707)  -0.719
N (-0.312, -1.973, 3.489)  0.041
H (0.857, 4.979, -2.422)  0.213
H (-1.419, -0.755, 4.750)  0.435
C (-2.599, 1.272, 1.461)  -0.437
C (0.124, 5.474, -3.055)  -0.886
S (-0.068, -3.869, 1.198)  1.283
H (-2.824, 4.787, -1.348)  0.329
C (0.730, 1.856, -5.044)  -1.506
H (3.068, 3.248, -5.412)  0.443
H (-0.910, 6.365, -1.394)  0.314
C (2.027, 0.876, -3.134)  -1.285
O (-2.028, 2.795, -0.210)  -0.398
H (-3.619, 1.385, 1.128)  0.422
C (0.026, 1.015, 2.270)  -0.635
H (0.564, 6.399, -3.422)  0.415
C (3.176, 2.376, -4.774)  -1.756
C (-1.100, 3.646, -0.857)  0.115
O (1.954, -1.779, 3.528)  -0.649
H (2.207, -0.024, -3.736)  0.551
H (-3.059, -0.124, 3.003)  0.404
H (2.880, 1.027, -2.459)  0.541
C (-1.152, 5.767, -2.276)  -0.681
C (-0.561, -0.514, -0.984)  -0.403
H (2.200, -3.111, -0.312)  0.337
C (0.942, -2.352, 3.194)  0.455
C (1.696, -1.296, -1.337)  -0.606
H (-0.340, 3.047, -1.375)  -0.097
H (1.055, 0.906, 2.581)  0.389
C (0.205, -2.495, 0.099)  0.106
C (-2.278, 0.432, 2.505)  -0.432
H (-1.823, 6.359, -2.902)  0.334
H (2.670, -1.204, -1.789)  0.463
O (0.835, 0.723, -2.381)  -0.109
N (0.983, -3.556, 2.471)  -0.214
C (-0.599, -0.659, 4.034)  -1.833
H (0.510, 2.407, 0.731)  0.453
C (0.694, -0.357, -1.585)  0.469
C (-1.604, 2.002, 0.808)  0.221
C (1.864, 2.090, -4.050)  1.582
C (-0.961, 0.300, 2.930)  0.909
H (-0.091, 4.835, -3.907)  0.186
H (-1.759, -1.707, 0.337)  0.540
O (0.394, -5.083, 0.603)  -0.692
H (3.978, 2.567, -4.065)  0.400
C (-0.800, -1.574, -0.137)  -0.225
C (-0.283, 1.864, 1.221)  -0.272
H (-1.068, -2.508, 3.079)  0.326
H (0.966, 1.019, -5.698)  0.396
H (-2.149, 3.903, -2.716)  0.266
H (-0.605, 4.290, -0.115)  0.398
H (1.917, -3.908, 2.322)  0.296
H (-0.192, 1.633, -4.515)  0.287
H (0.577, 2.739, -5.659)  0.424
H (-1.330, 0.208, -1.201)  0.469
H (3.461, 1.529, -5.395)  0.368
H (0.303, -0.326, 4.552)  0.437
H (1.608, 2.947, -3.421)  -0.464
C (1.442, -2.366, -0.498)  -1.089

***

2.
# C22H30N2O5S

One molecule with the formula C22H30N2O5S (ωB97M-V/def2-TZVPD, the Open Molecules 2025 dataset).

structure (SMILES): CCOC(=O)[C@@H]1CCCCN1S(=O)(=O)c1ccc2c(c1)C[C@@H](C)N2C(=O)C1CCC1
2S+1: 1
E_HOMO: -0.31348 Eh
total charge: 0

Each line ends with the Mulliken charge.
Cartesian coordinates (Å):
H (-2.740, 0.039, -3.693)  0.379
H (-6.003, -5.481, -1.262)  0.240
H (-5.624, -3.138, -0.726)  0.352
C (2.203, 1.545, 4.277)  -0.595
H (-4.371, -1.226, -1.434)  0.280
H (-4.447, -3.138, -2.876)  0.336
C (1.148, -0.789, -1.155)  -0.205
C (5.398, 3.809, -0.528)  -1.075
H (5.238, 2.855, -1.023)  0.195
H (-4.456, -5.562, -3.158)  0.305
O (3.444, 4.563, 2.700)  -0.663
H (1.493, 3.580, 4.051)  0.421
H (-3.074, -5.690, -2.054)  0.293
H (2.557, -0.444, 1.477)  0.505
C (-3.926, -3.678, -2.087)  0.346
H (-3.889, -1.275, -3.930)  0.365
H (-4.464, 0.303, -3.387)  0.418
C (0.879, 0.501, -0.744)  -0.474
H (0.352, 2.331, 3.512)  0.399
C (-4.971, -5.251, -1.006)  -0.522
C (-3.651, -0.415, -3.310)  -1.495
H (6.361, 4.220, -0.817)  0.442
H (1.804, 1.407, 5.284)  0.349
C (3.252, 3.540, 2.093)  0.228
H (-3.313, 0.356, -0.006)  0.338
H (3.762, 0.675, 2.136)  0.223
H (-4.117, -3.549, 0.114)  0.304
O (4.129, 2.937, 1.310)  -0.157
H (-3.203, 1.324, -1.480)  0.428
C (2.133, 0.238, 3.494)  -0.812
C (-4.727, -3.754, -0.765)  -0.821
C (-2.927, 0.373, -1.028)  -1.032
C (-1.445, 0.142, -1.024)  0.588
H (4.606, 4.487, -0.837)  0.287
O (1.908, 2.917, -0.670)  -0.807
H (5.394, 4.551, 1.523)  0.367
O (3.450, 0.982, -0.633)  -0.768
H (6.164, 2.950, 1.307)  0.297
C (-0.419, 0.984, -0.666)  -0.793
H (-4.655, -5.907, -0.199)  0.286
H (-0.589, 1.999, -0.346)  0.521
C (5.351, 3.603, 0.976)  -0.415
S (2.209, 1.582, -0.235)  1.780
O (-1.550, -3.914, -1.910)  -0.676
H (1.093, -0.088, 3.423)  0.300
H (3.244, 1.864, 4.367)  0.292
C (-4.034, -5.206, -2.221)  -0.959
N (-2.375, -1.818, -1.759)  0.326
C (-2.506, -3.168, -1.932)  0.362
H (0.315, -2.657, -1.834)  0.541
C (-1.179, -1.168, -1.447)  0.348
C (-3.447, -0.822, -1.849)  -0.110
N (1.965, 1.513, 1.427)  0.218
C (0.118, -1.649, -1.514)  -1.387
C (2.689, 0.449, 2.090)  -0.491
H (2.177, -1.107, -1.208)  0.565
C (1.922, 2.782, 2.114)  0.364
C (1.404, 2.618, 3.545)  -1.183
H (1.237, 3.418, 1.540)  0.455
H (2.706, -0.544, 3.995)  0.396

***

It is 2 that is the least stable of them.